108
Properties=species:S:1:pos:R:3:forces:R:3 method="wB97M-V/def2-TZVPD" e_lumo_ev=3.26 spin_multiplicity=1 de_lowest_kcal_mol=64.3 total_charge=-2 e_homo_ev=-2.2 homo_lumo_gap_ha=0.2001
Lu -0.119 -0.058 2.025 5.5 1.2 -1.3
O -1.713 -0.097 4.553 0.0 0.0 -0.1
S -2.294 -0.314 3.251 -2.9 0.0 3.9
O -3.714 -0.586 3.279 0.1 0.1 0.1
O -1.975 0.877 2.366 -0.4 0.5 0.5
O -1.534 -1.435 2.556 -0.9 -0.9 0.6
I 1.433 0.513 6.957 0.3 -0.1 0.0
C 2.566 -0.605 5.590 -1.0 0.5 0.0
C 3.771 -1.179 5.942 0.5 -0.3 -0.2
C 4.472 -1.910 5.011 0.7 -0.1 0.7
I 6.332 -2.748 5.612 -0.3 0.2 -0.1
C 3.992 -2.112 3.710 -0.4 0.1 -0.4
C 4.668 -2.784 2.672 0.0 -0.1 -0.2
C 4.062 -2.929 1.453 0.0 0.0 0.2
C 2.764 -2.437 1.276 -0.3 0.0 0.1
N 2.119 -1.762 2.201 0.0 -0.1 -0.2
C 2.719 -1.561 3.384 0.4 -0.1 0.4
C 1.994 -0.719 4.314 0.6 -0.2 0.2
O 0.933 -0.135 3.963 -0.3 0.0 -0.3
H 4.159 -1.037 6.940 0.0 0.0 0.0
H 5.665 -3.172 2.834 0.0 0.0 0.1
H 4.564 -3.408 0.624 0.0 -0.1 0.0
H 2.247 -2.578 0.337 0.0 0.0 0.0
Te -3.408 -0.897 0.588 -1.5 -1.3 -3.6
C -4.603 -1.189 -1.224 -0.3 0.1 0.1
C -5.943 -0.791 -1.258 0.3 0.0 0.4
C -6.705 -0.979 -2.392 -0.3 0.0 -0.1
N -6.253 -1.534 -3.512 -0.3 0.0 -0.3
C -4.982 -1.918 -3.496 0.0 -0.1 -0.1
C -4.144 -1.771 -2.410 0.3 0.0 0.5
C -1.690 -0.898 -0.778 0.3 0.3 1.7
P -1.164 0.820 -0.402 -0.2 0.1 -2.1
C -2.687 1.698 -0.979 0.1 0.4 0.3
C -3.436 2.515 -0.137 0.2 0.0 0.0
C -4.571 3.149 -0.609 -0.1 0.1 0.0
C -4.973 2.972 -1.925 -0.1 0.1 0.0
C -4.235 2.159 -2.766 0.0 0.0 -0.1
C -3.095 1.532 -2.299 0.0 0.0 0.1
C -0.160 1.456 -1.826 0.1 0.2 0.3
C 0.529 0.700 -2.763 -0.3 0.0 0.1
C 1.326 1.317 -3.711 0.0 0.0 -0.2
C 1.446 2.696 -3.740 0.1 0.1 -0.1
C 0.773 3.461 -2.800 0.1 0.2 0.0
C -0.011 2.841 -1.848 -0.1 -0.1 0.1
P -0.389 -1.956 -0.063 -1.1 -1.1 -1.1
C -1.161 -3.461 0.681 0.1 0.2 0.2
C -2.345 -4.020 0.216 0.1 -0.1 -0.1
C -2.847 -5.167 0.810 -0.1 0.1 -0.1
C -2.175 -5.765 1.865 0.0 -0.1 0.1
C -0.995 -5.210 2.329 0.1 -0.2 0.1
C -0.495 -4.063 1.742 0.1 0.2 -0.1
C 0.112 -2.943 -1.563 0.5 0.3 0.0
C -0.357 -2.639 -2.834 -0.1 0.1 0.2
C 0.036 -3.377 -3.935 0.1 -0.1 -0.2
C 0.910 -4.439 -3.786 0.0 -0.1 -0.1
C 1.370 -4.768 -2.522 0.1 -0.1 0.0
C 0.970 -4.032 -1.424 0.1 0.0 0.0
H -6.367 -0.319 -0.383 -0.2 0.1 0.0
H -7.746 -0.674 -2.427 0.0 0.1 0.1
H -4.628 -2.378 -4.414 0.1 0.0 0.0
H -3.119 -2.099 -2.470 0.2 0.0 0.0
H -3.139 2.616 0.898 0.0 0.0 0.1
H -5.151 3.782 0.050 0.0 0.0 0.1
H -5.859 3.470 -2.293 -0.1 0.0 0.0
H -4.549 2.013 -3.790 0.0 0.0 -0.1
H -2.526 0.887 -2.951 0.1 -0.1 -0.1
H 0.468 -0.375 -2.724 0.0 0.0 -0.1
H 1.867 0.717 -4.432 0.0 -0.1 -0.1
H 2.072 3.175 -4.482 0.0 0.0 0.0
H 0.867 4.539 -2.803 0.0 0.0 0.0
H -0.513 3.430 -1.087 0.0 0.1 -0.1
H -2.872 -3.547 -0.606 0.0 -0.1 0.0
H -3.777 -5.588 0.459 -0.1 -0.1 -0.1
H -2.572 -6.655 2.337 -0.1 0.0 0.0
H -0.469 -5.668 3.157 0.0 0.0 0.0
H 0.404 -3.599 2.132 0.0 0.0 0.0
H -1.050 -1.818 -2.944 -0.1 0.1 0.0
H -0.336 -3.121 -4.917 -0.1 0.0 -0.1
H 1.222 -5.017 -4.645 0.0 0.0 -0.1
H 2.049 -5.600 -2.395 0.0 -0.1 0.0
H 1.317 -4.321 -0.441 0.0 0.0 0.1
C 5.362 2.290 -0.810 0.1 -0.2 -0.1
N 4.265 1.553 -0.232 0.0 0.1 -0.2
C 3.575 0.621 -0.882 -0.1 -0.1 0.6
N 4.101 0.089 -2.027 0.2 0.2 -0.1
S 2.145 -0.012 -0.287 0.3 -0.1 -0.3
H 5.623 3.090 -0.122 0.1 0.0 -0.1
H 5.076 2.760 -1.758 0.1 0.0 0.0
H 6.226 1.638 -0.969 0.1 0.1 0.0
H 3.778 2.018 0.556 0.1 -0.3 -0.3
H 4.650 0.711 -2.600 0.0 -0.1 -0.1
H 3.441 -0.498 -2.514 0.0 0.1 -0.1
O 3.991 5.358 2.016 -0.3 -0.1 0.1
S 3.184 4.668 1.037 0.4 0.3 0.0
O 3.716 4.719 -0.307 -0.4 -0.1 0.0
N 2.880 3.128 1.484 0.4 0.7 0.0
C 1.597 2.923 1.705 -0.8 -0.5 0.2
O 1.081 1.828 2.001 0.2 0.8 0.2
C 0.755 4.152 1.534 -0.4 0.1 0.0
C -0.611 4.254 1.742 0.2 -0.1 0.0
C -1.210 5.479 1.486 -0.1 0.0 0.0
C -0.466 6.562 1.034 0.1 0.1 0.0
C 0.908 6.459 0.843 0.0 0.2 -0.1
C 1.489 5.242 1.103 0.3 -0.7 0.2
H -1.170 3.396 2.094 0.0 0.0 0.0
H -2.274 5.600 1.634 -0.1 0.0 0.0
H -0.959 7.503 0.834 0.0 0.0 0.0
H 1.497 7.297 0.499 0.0 0.1 0.0